Here is a 11-piece molecular cluster, C13H29BCl20FO overall from OMol25. Energies are from the ωB97M-V functional and the def2-TZVPD basis.

Positions of all 65 atoms, in Å:
1 C 2.906 0.391 -1.337
2 C 1.552 1.058 -1.607
3 C 0.493 0.155 -2.278
4 F 1.018 -1.153 -2.594
5 B -0.864 0.047 -1.361
6 O -1.511 1.412 -1.371
7 H 3.688 0.984 -1.808
8 H 2.968 -0.645 -1.638
9 H 3.132 0.430 -0.277
10 H 1.648 1.952 -2.207
11 H 1.143 1.390 -0.659
12 H 0.213 0.621 -3.228
13 H -0.461 -0.181 -0.219
14 H -1.623 -0.844 -1.730
15 H -1.379 1.820 -0.506
16 C -1.052 -0.536 3.112
17 Cl 0.420 -1.067 2.303
18 Cl -1.615 1.022 2.476
19 H -1.825 -1.283 2.952
20 H -0.858 -0.424 4.172
21 C 0.369 -1.955 -5.704
22 Cl 1.703 -2.820 -6.482
23 Cl -0.127 -0.502 -6.568
24 H -0.476 -2.626 -5.623
25 H 0.696 -1.645 -4.717
26 C 1.128 -3.051 -1.777
27 Cl 1.965 -4.177 -0.692
28 Cl 0.244 -3.906 -3.050
29 H 0.423 -2.463 -1.202
30 H 1.859 -2.402 -2.242
31 C -3.201 1.915 6.096
32 Cl -2.712 0.223 6.219
33 Cl -4.515 2.306 7.215
34 H -2.347 2.539 6.330
35 H -3.539 2.099 5.082
36 C -4.808 -2.114 1.338
37 Cl -4.136 -1.566 -0.196
38 Cl -3.961 -1.351 2.689
39 H -5.857 -1.842 1.391
40 H -4.694 -3.188 1.414
41 C 4.218 0.504 -5.395
42 Cl 5.716 -0.233 -4.790
43 Cl 2.813 0.001 -4.467
44 H 4.317 1.581 -5.321
45 H 4.082 0.205 -6.428
46 C 2.675 4.438 -4.494
47 Cl 4.188 3.816 -3.806
48 Cl 1.263 3.813 -3.651
49 H 2.684 5.518 -4.413
50 H 2.622 4.139 -5.534
51 C -6.301 1.659 2.222
52 Cl -5.079 2.797 2.798
53 Cl -6.756 0.487 3.469
54 H -7.183 2.219 1.937
55 H -5.898 1.122 1.370
56 C 6.132 0.445 0.234
57 Cl 5.098 -0.803 0.926
58 Cl 6.034 1.965 1.135
59 H 7.157 0.097 0.253
60 H 5.810 0.626 -0.786
61 C -2.132 -2.616 8.652
62 Cl -1.637 -3.140 7.040
63 Cl -1.045 -1.390 9.314
64 H -3.129 -2.197 8.587
65 H -2.124 -3.476 9.312

The calculation puts the LUMO energy at 2.00 eV. The calculation puts the HOMO energy at -4.822 eV. Its total charge is -1.

natural (NBO) population analysis, charges in e, atoms 1 to 6: number 1, C, carries -0.62; number 2, C, carries -0.46; number 3, C, carries -0.01; number 4, F, carries -0.45; number 5, B, carries 0.15; number 6, O, carries -0.96